No. 1
{
  "formula": "C4H9N3O2",
  "method": "ωB97M-V with the def2-TZVPD basis set",
  "elements": ["C", "C", "O", "N", "H", "H", "H", "H", "H", "C", "N", "C", "N", "O", "H", "H", "H", "H"],
  "xyz": [[1.8354, -1.2812, 0.6435], [0.8364, 1.9549, -0.7469], [1.4630, 0.0616, 0.7346], [0.5739, 0.7202, -0.6230], [2.1036, -1.5885, -0.3753], [1.0329, -1.9259, 1.0263], [2.7252, -1.4243, 1.2677], [0.0471, 2.6933, -0.7184], [1.8518, 2.3014, -0.5878], [-1.2107, 0.1746, -0.4562], [-1.0642, -1.1374, -0.9390], [-1.2147, 0.2944, 1.1631], [-2.1293, 0.9459, -0.9974], [-1.9489, -0.3384, 1.8566], [-0.8847, -1.7624, -0.1587], [-0.3226, -1.3625, -1.5851], [-3.0534, 0.5224, -1.0605], [-0.6408, 1.1519, 1.5566]],
  "forces_ev_per_a": [[-0.17, -0.25, -0.17], [0.15, 0.27, 0.96], [0.27, 0.54, 0.10], [-1.92, -0.55, -0.32], [-0.08, 0.09, 0.08], [0.15, -0.18, -0.09], [-0.09, 0.07, -0.02], [-0.41, 0.13, -0.64], [0.10, -0.08, -0.03], [2.43, -0.90, 0.47], [-0.67, -1.92, 1.02], [-0.53, 1.12, -0.36], [0.13, 2.06, 0.68], [0.35, -0.54, -0.48], [-0.24, -0.09, 0.00], [-0.04, 0.86, -0.33], [0.40, -0.50, -0.63], [0.16, -0.13, -0.23]],
  "lowdin_charge": [-0.18, -0.03, -0.20, 0.02, 0.08, 0.07, 0.08, 0.07, 0.08, -0.53, 0.09, -0.18, 0.18, 0.09, 0.07, 0.08, 0.08, 0.12],
  "relative_energy_ev": 8.108,
  "lumo_energy_ev": [-0.576, -1.786],
  "homo_ev": [-9.4182, -7.7730]
}

---

No. 2
{
  "formula": "C4H9N3O3",
  "method": "ωB97M-V with the def2-TZVPD basis set",
  "elements": ["C", "C", "C", "N", "O", "O", "H", "H", "H", "H", "H", "H", "H", "N", "N", "C", "O", "H", "H"],
  "xyz": [[1.3746, -0.6197, -1.4580], [0.9922, -0.0824, -0.0671], [1.4730, -0.6935, 1.2392], [0.3860, 1.0619, -0.1517], [-0.0571, 1.7080, -1.1013], [0.2322, 1.7116, 1.1109], [1.1186, 0.2414, -2.1047], [0.7865, -1.5451, -1.5915], [2.3942, -0.8481, -1.6701], [1.1911, -1.7241, 1.2900], [1.1852, -0.1617, 2.1302], [2.6050, -0.7139, 1.1567], [-0.3093, 2.4646, 0.7855], [-2.3989, 0.9374, 0.0828], [-2.4482, -0.4433, 0.0291], [-1.8226, -1.3675, 0.3847], [-1.2501, -2.3570, 0.4271], [-2.1579, 1.1697, -0.9131], [-3.2946, 1.2618, 0.4213]],
  "forces_ev_per_a": [[-1.79, 0.55, 0.85], [1.09, -0.02, -0.95], [1.63, 0.68, -1.36], [0.74, -0.73, 2.78], [-0.12, 0.63, -1.26], [-0.36, 0.49, -0.90], [-0.21, -1.10, -0.23], [0.10, 0.51, -0.58], [0.97, -0.20, 0.64], [-0.43, -0.61, 0.03], [-0.16, 0.16, 0.08], [-1.13, 0.14, 0.31], [0.18, -0.41, 0.51], [0.53, 0.21, -1.06], [-2.15, 1.49, 0.05], [0.41, 0.64, -0.80], [1.57, -3.18, 1.01], [-0.70, 0.61, 1.49], [-0.15, 0.16, -0.61]],
  "lowdin_charge": [0.00, -0.26, -0.01, -0.32, -0.07, 0.03, 0.08, 0.09, 0.07, 0.06, 0.07, 0.11, 0.11, 0.03, 0.04, -0.38, 0.15, 0.11, 0.09],
  "relative_energy_ev": 5.903,
  "lumo_energy_ev": 0.695,
  "homo_ev": -8.6883
}

---

No. 3
{
  "formula": "C4H9N3S",
  "method": "ωB97M-V with the def2-TZVPD basis set",
  "elements": ["C", "S", "N", "C", "N", "N", "C", "C", "H", "H", "H", "H", "H", "H", "H", "H", "H"],
  "xyz": [[-2.2118, 0.1192, 1.8494], [-2.1219, -0.5313, 0.1664], [-0.5449, -0.0626, -0.2832], [-0.3681, 1.0255, -1.1397], [0.7606, 1.4044, -1.6016], [1.9280, 0.8130, -1.1420], [1.8439, -0.2967, -0.2269], [0.5128, -1.0784, -0.3545], [-3.2350, -0.1353, 2.2104], [-1.4438, -0.3777, 2.4638], [-2.0267, 1.1770, 1.8702], [-1.2444, 1.5549, -1.4150], [2.5558, 0.6371, -1.9219], [2.7626, -0.9251, -0.3661], [1.9320, 0.0621, 0.7727], [0.4214, -1.7691, 0.4789], [0.4794, -1.6170, -1.3608]],
  "forces_ev_per_a": [[-0.05, -0.97, 0.26], [0.39, 0.28, -0.19], [-0.30, -0.58, 0.24], [1.25, -0.57, 0.36], [-0.29, 0.21, -0.21], [0.16, -0.12, -0.48], [0.55, -1.12, -0.50], [0.51, 0.35, -1.14], [0.76, 0.27, -0.13], [-0.46, 0.11, -0.08], [-0.17, 0.50, -0.05], [-0.67, 0.41, -0.28], [-0.38, 0.29, 0.20], [-0.93, 0.23, -0.08], [-0.18, 0.38, 0.95], [-0.17, -0.14, -0.14], [0.00, 0.47, 1.28]],
  "lowdin_charge": [-0.39, 0.86, -0.47, -0.26, 0.01, -0.09, -0.21, -0.20, 0.04, 0.03, 0.02, 0.09, 0.11, 0.13, 0.09, 0.10, 0.14],
  "relative_energy_ev": 1.779,
  "lumo_energy_ev": 0.822,
  "homo_ev": -7.9182
}

---

No. 4
{
  "formula": "C4H9N3S",
  "method": "ωB97M-V with the def2-TZVPD basis set",
  "elements": ["C", "C", "C", "C", "H", "H", "H", "H", "H", "H", "H", "H", "H", "N", "N", "N", "S"],
  "xyz": [[-2.4388, -1.0505, -0.1696], [-0.7078, 0.4753, 0.0546], [0.1503, 1.8663, -0.0554], [2.4292, -0.5198, -0.3991], [-3.5883, -1.1577, -0.3249], [-1.7411, -1.5231, -1.1034], [-2.1956, -1.3599, 0.8665], [-0.1248, 2.3438, 1.2452], [1.4059, 1.6281, -0.4678], [-0.5027, 2.5580, -0.8905], [-0.1987, -1.3893, 0.4668], [1.7557, 0.0984, 1.4068], [2.1483, -1.1168, -1.2581], [-1.9281, 0.4308, -0.0738], [0.1270, -0.5654, 0.1726], [1.4741, -0.6470, 0.5907], [3.9353, -0.0713, -0.0608]],
  "forces_ev_per_a": [[0.96, 1.47, -1.16], [4.23, 4.23, -0.57], [-1.56, 0.41, 0.56], [0.10, -1.83, 0.96], [2.32, 0.52, 0.00], [-2.27, 0.68, 2.81], [-0.21, -1.06, -0.81], [1.61, -1.05, -4.32], [-4.21, 1.25, 1.73], [2.20, -1.84, 2.67], [-2.38, -3.51, 0.94], [-1.03, -2.47, -2.17], [-0.12, 0.50, -0.64], [-3.75, -1.96, -1.13], [2.82, -0.50, -0.45], [0.90, 4.63, 1.88], [0.38, 0.52, -0.29]],
  "lowdin_charge": [-0.10, -0.58, -0.06, -0.79, 0.09, 0.14, 0.06, 0.16, 0.12, 0.11, 0.06, 0.18, 0.07, 0.00, -0.01, -0.09, 0.66],
  "relative_energy_ev": 5.902,
  "lumo_energy_ev": -0.186,
  "homo_ev": -9.1743
}

---

No. 5
{
  "formula": "C4H9N3S",
  "method": "ωB97M-V with the def2-TZVPD basis set",
  "elements": ["C", "C", "C", "N", "N", "C", "N", "S", "H", "H", "H", "H", "H", "H", "H", "H", "H"],
  "xyz": [[-0.8158, 2.1534, -0.5417], [-1.6067, 0.9806, 0.0012], [-1.4252, -0.0954, -1.0153], [-0.5067, -0.8788, -1.0468], [0.4689, -0.6656, -0.1289], [1.2845, -1.6693, -0.1386], [2.2830, -1.8698, 0.7693], [2.6446, -0.8937, 2.1122], [-0.8768, 2.2163, -1.7377], [0.3339, 2.1969, -0.2072], [-1.3826, 3.1691, -0.1911], [-2.6901, 1.3715, 0.0756], [-1.4176, 0.6422, 1.0483], [-2.0627, -0.2001, -1.8172], [1.2728, -2.3970, -0.8723], [2.7898, -2.7799, 0.7323], [1.7066, -1.2804, 2.9581]],
  "forces_ev_per_a": [[0.98, 3.62, -0.43], [-1.99, 0.78, 0.44], [-2.90, 2.50, 1.91], [3.48, -3.08, -1.78], [1.83, -1.52, 1.78], [-0.31, 2.30, 1.55], [0.97, -1.02, 0.50], [0.52, 0.29, -0.73], [0.25, -0.31, 2.67], [-2.70, -0.19, -0.84], [1.76, -2.18, -0.72], [1.35, -1.03, -0.53], [0.53, 0.37, -0.98], [-1.97, 0.01, -1.52], [-0.43, -1.58, -1.56], [-0.79, 1.35, -0.10], [-0.59, -0.32, 0.31]],
  "lowdin_charge": [-0.17, -0.28, -0.24, -0.02, 0.01, -0.27, -0.43, 0.75, 0.10, 0.10, 0.10, 0.12, 0.11, 0.09, 0.10, 0.10, -0.16],
  "relative_energy_ev": 3.158,
  "lumo_energy_ev": 0.695,
  "homo_ev": -8.3892
}

---

No. 6
{
  "formula": "C4H9N4O",
  "method": "ωB97M-V with the def2-TZVPD basis set",
  "elements": ["C", "C", "C", "C", "N", "N", "N", "N", "O", "H", "H", "H", "H", "H", "H", "H", "H", "H"],
  "xyz": [[-1.6598, -0.0248, 0.0594], [1.2632, -0.6284, -0.5028], [-1.0073, -1.8598, -0.9120], [1.1470, 0.8035, 1.4184], [-1.2287, -2.1615, 0.3262], [-1.5186, -0.5815, -1.1658], [0.8145, 0.4754, 0.0273], [-2.0678, 1.1543, 0.3291], [-1.5526, -0.9649, 0.9439], [1.5097, -1.4535, 0.0400], [1.2849, -0.7055, -1.5370], [-0.6899, -2.5397, -1.6009], [0.9654, 1.8852, 1.4244], [0.4103, 0.3604, 2.0547], [2.1973, 0.6652, 1.5669], [-1.4156, -0.0163, -2.0708], [-1.9830, 1.8800, -0.3601], [-2.3668, 1.1516, 1.3311]],
  "forces_ev_per_a": [[-0.26, -1.88, -2.94], [-1.59, 4.31, 1.79], [-2.85, 1.90, 2.31], [-1.08, 1.26, -1.61], [1.59, -0.71, -0.72], [1.21, 0.95, -1.70], [1.76, -1.73, -1.87], [-0.74, 0.23, 2.50], [-0.52, 0.24, 0.94], [1.63, -2.16, 1.77], [-0.36, -0.23, -2.02], [0.67, -1.64, -1.86], [0.16, -0.14, 0.52], [0.20, -0.58, 1.01], [0.37, -0.59, 0.75], [-0.12, -1.29, 1.96], [-0.24, 0.55, 0.48], [0.17, 1.51, -1.32]],
  "lowdin_charge": [-0.49, -0.03, -0.10, -0.09, 0.17, 0.18, -0.08, 0.28, 0.09, 0.07, 0.06, 0.13, 0.08, 0.07, 0.08, 0.23, 0.16, 0.19],
  "relative_energy_ev": 3.778,
  "lumo_energy_ev": -3.757,
  "total_charge": 1,
  "homo_ev": -13.4986
}